[1]
Below is C9H10F5NPm as an isolated structure in a non-equilibrium geometry, with properties calculated with ωB97M-V/def2-TZVPD.

Geometry (Å):
C (0.32, 0.89, -2.20)
C (0.93, -2.06, -0.54)
C (0.17, 2.64, -0.70)
H (-0.44, -2.89, 0.92)
Pm (0.03, 0.24, 0.34)
H (0.47, 3.35, 0.11)
H (-2.08, 2.59, -0.56)
F (-0.46, 1.04, 4.97)
C (1.09, 1.79, -1.43)
C (-1.14, 2.20, -1.01)
H (0.75, 0.06, -2.84)
H (-1.03, -3.05, -0.82)
H (1.77, -2.03, 0.12)
C (-0.32, -2.48, -0.10)
H (-1.91, 0.51, -2.33)
C (0.32, 0.99, 2.77)
N (-1.41, -1.42, 0.38)
H (2.21, 1.79, -1.31)
H (-2.44, -0.96, 0.50)
F (1.10, 2.08, 2.98)
C (-0.90, 1.05, 3.70)
F (-1.70, 2.09, 3.46)
F (1.08, -0.19, 3.09)
H (1.16, -1.90, -1.60)
F (-1.61, -0.10, 3.60)
C (-1.03, 1.15, -1.94)

LUMO energy (spin up / spin down) ... 2.9 / 2.9 eV
Frontier orbital gap (spin up / spin down) ... 6.031 / 6.054 eV
Spin multiplicity ... 5
Charge ... -1
DFT total energy ... -41124.1511 eV
<S²> ... 6.010
HOMO energy (spin up / spin down) ... -3.10 / -3.13 eV



[2]
Below is a 10-piece molecular cluster, C49H71Br2Cl18F5N2O4S overall in a non-equilibrium geometry, with properties calculated with ωB97M-V/def2-TZVPD.

Geometry (Å):
Cl (6.45, -2.43, 5.78)
Cl (5.60, -0.04, -4.07)
Cl (0.24, 6.95, -4.48)
H (4.66, 7.44, -0.07)
C (-2.83, 3.15, -0.34)
F (-7.99, 3.62, 1.36)
H (-5.95, -2.58, 3.07)
C (3.48, 2.07, -0.05)
Cl (6.83, -9.57, 0.54)
H (2.90, 6.27, -1.13)
C (-0.74, -3.47, -5.20)
C (-8.00, 2.75, 0.27)
H (5.81, -7.81, 3.63)
C (6.88, -3.75, 6.90)
H (4.96, 6.13, 1.12)
C (-4.90, -2.84, 2.94)
F (-8.75, 4.09, -1.62)
H (5.23, 1.47, 2.69)
F (-8.20, 1.48, 0.78)
H (-13.24, 1.52, -0.44)
C (-4.66, 3.35, 6.42)
H (6.63, -10.08, 2.84)
H (3.91, 3.51, 3.61)
H (2.99, 5.23, 0.32)
H (-13.19, 3.83, 0.59)
H (4.59, -2.15, -3.88)
H (2.10, 6.64, -7.66)
Cl (-13.37, 0.27, 1.56)
H (-5.12, 4.29, 6.00)
H (-5.43, 2.68, 6.88)
C (2.96, -0.76, -3.94)
H (-5.04, -3.75, 1.01)
C (1.09, 1.19, -0.13)
H (-2.70, -2.96, -5.95)
H (7.43, -5.82, 6.88)
H (-5.72, 2.19, 2.61)
H (0.95, 8.28, -6.27)
Cl (2.41, 0.74, -3.16)
Cl (-4.99, -1.44, 0.61)
C (-5.89, 4.14, -0.43)
H (3.44, -5.21, -1.25)
H (1.30, 4.05, -2.11)
H (-2.80, 0.85, 5.02)
C (-1.63, 1.12, 0.58)
C (1.63, 3.24, -1.43)
C (5.52, -6.01, -6.76)
H (3.42, -4.13, 4.07)
H (5.22, -5.29, -7.51)
Cl (2.60, -4.52, -4.78)
C (3.72, 3.12, 2.57)
H (-11.86, 1.81, 0.62)
C (-3.57, 1.27, 5.72)
H (4.41, -1.21, -2.39)
C (6.16, -9.35, 2.18)
H (-4.72, -3.80, 3.43)
H (3.71, 0.09, 1.88)
H (2.92, -0.62, -5.02)
O (3.66, -2.49, 1.26)
C (-4.94, 4.14, 0.82)
H (-4.46, 5.14, 0.95)
C (1.36, 7.39, -5.79)
C (3.98, 4.30, -1.45)
Br (5.82, 0.25, 0.14)
H (-6.71, 4.91, -0.28)
C (3.03, 3.15, -0.95)
H (7.81, -3.46, 7.38)
H (5.79, -8.15, -6.55)
H (-5.39, 4.40, -1.40)
C (-12.95, 1.71, 0.59)
C (5.00, 2.36, 2.05)
H (4.33, -7.67, -7.43)
H (0.54, 5.95, -7.18)
H (2.32, 7.66, -5.34)
Br (3.65, 4.76, -3.35)
H (5.97, -7.21, 1.98)
O (2.54, -1.71, -0.55)
H (5.58, 2.76, -0.03)
C (4.86, 6.34, 0.03)
C (-1.72, 2.19, -0.44)
H (2.24, -1.54, -3.67)
H (5.06, 4.05, -1.35)
C (3.64, -3.06, 3.80)
Cl (-2.97, -5.02, -4.83)
H (-6.03, 1.90, -0.13)
C (2.96, -2.79, 2.43)
S (-0.20, 0.00, 0.38)
H (1.43, -4.98, -2.78)
Cl (-15.35, 2.98, 0.91)
H (-13.37, 3.10, 2.19)
C (2.46, 1.08, 0.34)
C (6.35, -7.94, 2.69)
Cl (5.50, -5.70, 5.56)
O (1.75, -2.83, 2.37)
H (-1.91, -4.29, -6.80)
N (-3.80, 2.69, 5.43)
H (-0.17, -2.85, -5.89)
C (-6.66, 2.74, -0.53)
C (-13.58, 2.96, 1.12)
H (3.22, -2.44, 4.64)
C (-2.56, 0.97, 1.68)
H (4.77, -2.94, 3.80)
H (-3.27, 1.11, 6.79)
H (-2.43, 0.15, 2.44)
Cl (2.37, 4.88, -6.14)
H (5.10, -9.58, 2.12)
C (2.41, -4.55, -3.00)
H (-4.55, 0.73, 5.52)
H (6.10, -3.80, 7.66)
N (-0.74, 2.32, -1.49)
Cl (3.43, -7.07, -2.67)
C (4.34, -1.16, -3.48)
H (-2.86, 3.95, -1.11)
C (3.59, 5.58, -0.57)
C (4.94, 2.00, 0.48)
C (1.51, 6.29, -6.81)
C (2.93, -1.47, 0.55)
Cl (-3.92, -1.63, 3.81)
Cl (-0.92, -2.52, -3.70)
H (3.51, 4.02, 1.94)
H (1.96, -0.19, 2.10)
C (5.39, -7.43, -7.27)
C (-3.68, 1.99, 1.76)
H (5.87, 3.07, 2.18)
H (-4.83, 0.83, 3.35)
H (2.42, -3.52, -2.66)
Cl (7.19, -5.63, -6.27)
F (-9.77, 2.13, -1.34)
H (-5.54, 3.93, 1.74)
C (-9.21, 3.22, -0.66)
C (-4.70, 1.88, 3.00)
H (-0.92, 3.12, -2.09)
H (7.74, -4.99, 5.35)
H (4.50, -4.96, -2.64)
Cl (8.06, -7.57, 3.02)
H (-6.81, 2.52, -1.62)
H (-0.15, -4.35, -4.97)
H (-3.45, -3.07, 1.36)
C (3.52, -5.32, -2.33)
H (2.81, 2.47, 2.64)
H (4.89, -5.87, -5.88)
C (-2.07, -3.83, -5.82)
C (2.76, -0.12, 1.31)
H (-3.99, 3.72, 7.26)
C (-3.81, 3.06, 0.76)
C (7.04, -5.07, 6.19)
O (-4.15, 4.10, 3.69)
H (5.78, 6.03, -0.54)
C (-4.21, 2.94, 4.07)
C (-4.52, -2.92, 1.49)
Cl (6.22, -7.67, -8.82)
C (0.61, 2.26, -1.04)
F (-10.12, 3.94, 0.12)

LUMO energy ... 0.2 eV
Frontier orbital gap ... 7.868 eV
Spin multiplicity ... 1
Charge ... 0
SMILES ... CC[C@@H](Br)c1c([C@@H](Br)CC)cc2c(c1CC(=O)OC(C)=O)Sc1cc(CC(=O)N(C)C)c(CCCC(F)(F)C(F)(F)F)cc1N2.ClCCCl.ClCCCl.ClCCCl.ClCCCl.ClCCCl.ClCCCl.ClCCCl.ClCCCl.ClCCCl
DFT total energy ... -453046.6191 eV
HOMO energy ... -7.65 eV



[3]
Below is a 2-piece molecular cluster, C7H13N5O3 overall in a non-equilibrium geometry, with properties calculated with ωB97M-V/def2-TZVPD.

Geometry (Å):
H (-1.59, -2.49, 1.18)
O (-3.41, 8.14, -4.33)
H (-2.22, -1.83, -0.26)
C (-4.02, 7.77, -3.46)
N (1.98, -1.22, 0.90)
N (2.90, -1.38, -1.13)
O (0.76, -1.97, 0.83)
C (-0.32, -1.04, 0.23)
H (3.27, -0.52, 2.46)
H (2.07, -5.35, -1.26)
H (-4.58, 6.42, -2.09)
N (1.84, -2.29, -1.53)
H (1.33, -2.00, -2.35)
C (1.68, -3.42, -1.13)
C (1.43, -4.63, -0.77)
N (-4.84, 7.26, -2.67)
N (2.81, -0.95, 0.03)
H (1.72, 1.11, 2.17)
H (0.77, -4.94, -0.06)
H (-2.19, -0.71, 1.18)
C (-1.61, -1.52, 0.61)
H (1.49, 0.50, 3.86)
H (-5.64, 7.86, -2.41)
C (1.42, 0.19, 2.75)
H (2.14, -1.92, 2.76)
C (2.32, -0.96, 2.27)
H (0.38, 0.01, 2.62)
O (0.12, -0.12, -0.40)

LUMO energy ... -7.2 eV
Frontier orbital gap ... 7.874 eV
Spin multiplicity ... 1
Charge ... +2
DFT total energy ... -21039.3912 eV
HOMO energy ... -15.06 eV